Run A
ORCA calculation (wB97M-V/def2-TZVPD) on a molecular structure, C4H7NO3.

HOMO-LUMO gap: 9.7 eV
M: 117.104 u
HOMO energy: -9.05 eV
E_LUMO: 0.634 eV

```
15
C4H7NO3 wB97M-V/def2-TZVPD
C 1.078 -0.382 0.364
C -0.354 -0.729 -1.949
C 0.141 0.504 1.727
C -0.232 0.371 -0.975
O 1.400 0.036 1.713
O -0.776 -0.377 2.216
N -0.657 1.483 -0.812
O -0.141 1.724 1.631
H -1.614 0.096 2.310
H -0.488 1.855 0.276
H 1.928 -0.106 -0.257
H 0.877 -1.450 0.327
H -0.916 -0.377 -2.814
H 0.632 -1.076 -2.259
H -0.876 -1.572 -1.496
```

Here are the Mulliken charges for atoms 1 to 2, given in e: atom 1 (C): -0.934, atom 2 (C): -1.218

***

Run B
ORCA calculation (wB97M-V/def2-TZVPD) on C4H7NO3 in the gas phase.

HOMO-LUMO gap: 10.0 eV
SMILES: O=C(O)[C@H]1NC[C@@H]1O
M: 117.104 u
HOMO energy: -9.42 eV
E_LUMO: 0.612 eV

```
15
C4H7NO3 wB97M-V/def2-TZVPD
O -2.172 1.234 0.224
C -1.436 0.233 0.075
O -1.942 -0.867 -0.479
C 0.021 -0.071 0.596
N 0.546 -1.502 0.431
C 1.795 -0.948 -0.042
C 1.121 0.388 -0.416
O 1.811 1.577 -0.047
H -2.870 -0.607 -0.759
H 0.176 0.226 1.622
H 0.080 -1.993 -0.382
H 2.216 -1.496 -0.931
H 2.606 -0.979 0.693
H 0.846 0.514 -1.474
H 2.546 1.686 -0.638
```

Here are the Mulliken charges for atoms 1 to 2, given in e: atom 1 (O): -0.606, atom 2 (C): 0.305

***

It is run A that is the least stable of them.